{"formula": "C36H37FNO5RuSSi", "method": "ωB97M-V/def2-TZVPD", "total_charge": -2, "spin_multiplicity": 2, "s2": 0.783, "e_above_lowest_kj_mol": 0.2, "homo_lumo_gap_ha": [0.1476, 0.1939], "elements": ["Ru", "O", "C", "C", "O", "O", "C", "C", "C", "C", "C", "C", "C", "C", "C", "C", "C", "C", "H", "H", "H", "H", "H", "H", "H", "H", "H", "H", "H", "C", "Si", "C", "C", "N", "C", "C", "C", "C", "C", "C", "F", "H", "H", "H", "H", "H", "H", "H", "H", "H", "H", "H", "H", "H", "C", "O", "C", "C", "H", "H", "H", "H", "H", "H", "C", "C", "O", "S", "C", "C", "C", "C", "C", "C", "C", "C", "H", "H", "H", "H", "H", "H", "H"], "xyz": [[0.2257, 1.1047, -1.1734], [-0.2637, 0.8105, 1.2767], [0.6267, -0.1585, 1.8318], [1.6338, -0.7255, 0.7664], [2.4216, -1.5839, 1.1711], [1.5721, -0.2722, -0.4103], [1.4183, 0.5400, 2.9303], [2.3340, -0.1732, 3.7054], [3.0595, 0.4635, 4.6985], [2.8831, 1.8216, 4.9407], [1.9684, 2.5313, 4.1808], [1.2389, 1.8934, 3.1833], [-0.2110, -1.3007, 2.4108], [-0.3697, -2.5078, 1.7370], [-1.1771, -3.5063, 2.2641], [-1.8391, -3.3147, 3.4684], [-1.7033, -2.1058, 4.1370], [-0.8980, -1.1072, 3.6063], [-0.9749, 0.3212, 0.8110], [2.4846, -1.2225, 3.4934], [3.7756, -0.1030, 5.2831], [3.4594, 2.3195, 5.7124], [1.8256, 3.5928, 4.3489], [0.5330, 2.4484, 2.5845], [0.1392, -2.6655, 0.7960], [-1.2963, -4.4359, 1.7200], [-2.4698, -4.0966, 3.8764], [-2.2238, -1.9385, 5.0732], [-0.7864, -0.1650, 4.1310], [3.9027, 2.2218, 0.5925], [2.8416, 3.3456, -0.4703], [1.6739, 4.3418, 0.6230], [4.0355, 4.6120, -1.2186], [1.8949, 2.4595, -1.5671], [1.9297, 2.1600, -2.8818], [2.8026, 2.6643, -3.8427], [2.8187, 2.3937, -5.2156], [2.0383, 1.4611, -5.9532], [1.2162, 0.4802, -5.5029], [1.0128, 0.0769, -4.0706], [-0.1318, -0.7613, -4.0691], [4.4790, 2.7930, 1.3290], [4.6032, 1.6733, -0.0442], [3.3106, 1.4794, 1.1282], [2.1483, 4.6626, 1.5560], [0.7963, 3.7374, 0.8625], [1.3278, 5.2314, 0.0870], [4.4740, 5.2198, -0.4193], [3.5220, 5.2814, -1.9145], [4.8520, 4.1255, -1.7583], [3.5260, 3.3958, -3.4919], [3.5105, 2.9889, -5.8065], [2.1252, 1.5462, -7.0355], [0.6766, -0.1286, -6.2215], [-0.8884, 2.7513, -2.6429], [-0.3271, 2.0451, -3.7142], [0.7507, 1.2437, -3.1351], [2.1692, -0.7729, -3.5699], [-1.2361, 2.0915, -1.7710], [-1.8574, 3.1495, -2.9613], [-0.2615, 3.5783, -2.2934], [3.0984, -0.2054, -3.6517], [2.2471, -1.6650, -4.1970], [2.0135, -1.0515, -2.5277], [-5.0071, -5.9277, 0.7907], [-6.4882, -5.6959, 0.9298], [-7.2717, -6.5695, 1.2213], [-7.1169, -4.0542, 0.6393], [-5.6789, -3.1072, 0.2348], [-5.2455, -3.0082, -1.0877], [-4.1006, -2.3029, -1.4003], [-3.3434, -1.6532, -0.4025], [-3.8016, -1.7621, 0.9269], [-4.9478, -2.4661, 1.2348], [-2.1892, -0.9096, -0.7222], [-1.2705, -0.1678, -1.0897], [-4.8044, -6.9762, 0.9978], [-4.4517, -5.2849, 1.4744], [-4.6743, -5.6633, -0.2136], [-5.8130, -3.4987, -1.8709], [-3.7631, -2.2295, -2.4262], [-3.2347, -1.2777, 1.7127], [-5.2791, -2.5358, 2.2651]], "forces_ev_per_angstrom": [[-0.015, 0.152, 0.031], [-0.012, -0.003, 0.018], [-0.028, 0.018, -0.047], [0.046, 0.034, 0.017], [-0.011, 0.000, 0.017], [0.013, 0.002, -0.021], [0.022, -0.018, 0.024], [-0.003, 0.002, -0.011], [0.001, -0.008, -0.005], [0.004, -0.001, 0.014], [0.012, 0.012, -0.025], [-0.011, 0.014, 0.001], [0.011, -0.025, 0.047], [-0.009, -0.003, -0.015], [-0.010, 0.005, -0.016], [-0.019, 0.002, 0.003], [-0.015, 0.012, -0.009], [0.030, -0.007, 0.023], [-0.005, 0.002, -0.019], [0.003, -0.001, 0.000], [-0.007, 0.004, -0.003], [-0.007, -0.004, -0.004], [-0.004, -0.010, 0.000], [-0.004, -0.012, 0.022], [0.000, -0.007, 0.009], [0.006, 0.004, 0.005], [0.007, 0.003, 0.001], [0.003, 0.000, -0.006], [-0.008, -0.012, -0.003], [0.057, -0.015, 0.029], [-0.013, -0.038, -0.025], [-0.032, 0.021, 0.007], [0.020, 0.026, -0.029], [0.012, 0.028, 0.058], [0.038, -0.133, 0.052], [0.069, 0.068, -0.022], [0.019, 0.002, -0.009], [-0.004, -0.016, -0.002], [-0.063, 0.026, -0.041], [-0.001, 0.019, 0.024], [-0.003, -0.007, -0.002], [-0.010, -0.004, -0.012], [-0.013, 0.008, 0.012], [-0.022, 0.007, -0.013], [-0.011, -0.002, -0.013], [0.019, 0.009, -0.011], [0.006, -0.012, 0.009], [-0.008, -0.007, -0.012], [0.012, -0.009, 0.013], [-0.011, 0.012, 0.010], [-0.003, -0.028, -0.017], [-0.012, -0.009, 0.014], [0.002, -0.005, 0.018], [0.015, 0.006, 0.013], [-0.008, 0.036, 0.044], [-0.006, -0.012, -0.007], [-0.138, 0.044, -0.114], [0.042, -0.025, 0.033], [0.033, -0.004, -0.016], [0.016, -0.011, 0.011], [-0.015, -0.011, -0.019], [-0.022, -0.016, 0.001], [0.003, 0.019, 0.016], [0.000, -0.005, -0.025], [0.015, 0.003, -0.006], [-0.012, -0.005, -0.027], [0.004, 0.005, 0.016], [0.011, -0.005, 0.005], [-0.002, -0.012, 0.002], [0.011, 0.005, 0.001], [-0.013, -0.004, -0.012], [0.001, -0.021, -0.028], [-0.017, 0.021, -0.004], [0.005, -0.023, 0.018], [-0.113, 0.129, -0.034], [0.146, -0.195, 0.025], [0.000, 0.008, 0.004], [-0.003, 0.001, 0.005], [0.000, -0.008, 0.014], [0.003, 0.003, 0.003], [-0.005, 0.001, 0.009], [0.002, -0.015, -0.003], [0.006, -0.002, -0.008]], "lowdin_charge": [0.9843, -0.0785, -0.3143, -0.6033, 0.0175, -0.1111, -0.1536, -0.0215, -0.0893, -0.1172, -0.0925, -0.0317, -0.1307, -0.0079, -0.0844, -0.1209, -0.1008, -0.0254, 0.0411, 0.1157, 0.0917, 0.0861, 0.0938, 0.0958, 0.1250, 0.0995, 0.0903, 0.0915, 0.1202, -0.1579, 0.3763, -0.1836, -0.2053, -0.1234, -0.3355, -0.0866, -0.1401, -0.1578, -0.0507, -0.4708, -0.0352, 0.0232, 0.0325, 0.0085, 0.0161, -0.0001, 0.0179, 0.0146, 0.0195, 0.0148, 0.0654, 0.0647, 0.0763, 0.0927, -0.1754, -0.1316, -0.3617, -0.0010, 0.0366, 0.0922, 0.0760, 0.0876, 0.0801, 0.0648, -0.0520, -0.7570, -0.0356, 0.9930, -0.5999, -0.1290, -0.0324, -0.2516, -0.0368, -0.1199, -0.1212, -0.1290, 0.0800, 0.0772, 0.0835, 0.0983, 0.1144, 0.1037, 0.1017]}

{"formula": "C17H59BrCoN20O12", "method": "ωB97M-V/def2-TZVPD", "spin_multiplicity": 4, "s2": 3.755, "homo_lumo_gap_ha": [0.3033, 0.3033], "elements": ["Co", "Br", "O", "H", "C", "C", "C", "O", "C", "N", "H", "H", "H", "H", "H", "H", "H", "H", "H", "H", "H", "C", "C", "C", "O", "C", "N", "H", "H", "H", "H", "H", "H", "H", "H", "H", "H", "H", "C", "O", "N", "N", "H", "H", "H", "H", "C", "O", "N", "N", "H", "H", "H", "H", "C", "O", "N", "N", "H", "H", "H", "H", "C", "O", "N", "N", "H", "H", "H", "H", "C", "O", "N", "N", "H", "H", "H", "H", "C", "O", "N", "N", "H", "H", "H", "H", "C", "O", "N", "N", "H", "H", "H", "H", "C", "O", "N", "N", "H", "H", "H", "H", "C", "O", "N", "N", "H", "H", "H", "H"], "xyz": [[2.6946, 20.7575, -5.2973], [3.9052, 19.1644, -3.6458], [3.6429, 22.4128, -4.7613], [3.6552, 23.0666, -4.0355], [-0.1291, 19.5048, 0.6523], [0.9316, 18.7037, -0.1614], [0.9215, 17.1072, -0.0102], [1.1265, 16.6677, 1.3363], [2.4246, 16.8597, 1.8407], [0.6353, 19.0556, -1.5951], [-0.1702, 19.0149, 1.6251], [-1.1923, 19.4406, 0.4210], [0.2128, 20.5323, 0.7762], [1.9133, 19.1438, 0.0141], [1.6921, 16.6278, -0.6138], [0.0117, 16.6116, -0.3491], [2.3911, 17.7259, 2.5015], [3.2316, 16.9198, 1.1105], [2.6860, 16.0412, 2.5114], [0.4222, 20.0417, -1.6432], [1.5231, 18.8573, -2.0341], [3.8465, 26.4828, -7.5491], [3.2967, 25.4851, -6.5382], [1.7769, 25.5182, -6.2928], [1.4115, 26.7826, -5.8696], [0.1553, 26.7759, -5.2669], [3.6855, 24.1955, -7.0708], [3.4459, 27.4963, -7.5321], [3.7177, 26.1802, -8.5883], [4.9331, 26.5489, -7.4941], [3.8254, 25.5689, -5.5887], [1.4668, 24.7260, -5.6114], [1.3173, 25.3582, -7.2682], [0.2513, 26.2773, -4.3024], [-0.5419, 26.0500, -5.6855], [-0.2646, 27.7803, -5.2121], [3.6249, 23.5065, -6.3349], [4.6625, 24.1990, -7.3267], [0.2167, 21.8351, -3.7707], [0.9990, 20.9016, -4.1449], [0.6234, 23.0587, -3.5160], [-1.0970, 21.6221, -3.7173], [-0.1010, 23.6708, -3.1685], [1.5962, 23.3265, -3.4704], [-1.6074, 22.4288, -3.3874], [-1.5287, 20.7558, -4.0057], [1.6360, 26.6997, -1.2377], [0.5327, 27.0216, -0.9835], [2.5854, 27.5252, -1.1962], [2.1113, 25.5121, -1.6511], [2.5204, 28.3882, -0.6755], [3.4894, 27.0874, -1.3020], [1.5140, 24.7162, -1.8238], [3.1017, 25.3450, -1.5451], [1.0400, 22.1291, -7.7219], [1.5413, 21.7065, -6.7212], [-0.1390, 21.8591, -8.1767], [1.6031, 23.0340, -8.4692], [-0.4717, 22.2468, -9.0479], [-0.7283, 21.2407, -7.6378], [1.1018, 23.7353, -8.9955], [2.5179, 23.3223, -8.1526], [5.9266, 26.1726, -0.9622], [5.0499, 25.9437, -1.7443], [6.6476, 27.3114, -0.8793], [6.3548, 25.3061, -0.1831], [7.1184, 27.4926, -0.0043], [6.2343, 28.0208, -1.4675], [5.8511, 24.4822, 0.1128], [7.2250, 25.5662, 0.2585], [1.1317, 18.3074, -6.9526], [1.4236, 19.0384, -6.0028], [-0.0242, 17.9640, -7.3274], [1.9788, 17.6600, -7.6794], [-0.0773, 17.4121, -8.1716], [-0.8167, 18.4744, -6.9646], [2.9595, 17.8941, -7.7386], [1.6348, 16.8929, -8.2393], [4.5246, 22.5272, -0.7992], [5.0300, 22.8811, 0.2873], [3.9023, 21.4109, -0.8508], [4.7177, 23.1589, -1.9314], [3.8361, 21.0255, 0.0804], [3.7976, 20.8657, -1.6946], [5.2984, 23.9788, -1.8288], [4.4304, 22.7825, -2.8236], [5.2279, 20.2984, -7.4200], [4.0905, 20.3648, -6.9466], [6.2586, 21.0931, -7.0682], [5.6492, 19.2995, -8.1825], [6.1553, 21.9189, -6.4959], [6.9996, 21.1521, -7.7521], [6.6173, 19.4034, -8.4510], [5.0055, 18.6324, -8.5833], [7.1110, 23.6298, -4.6569], [8.3122, 23.6638, -4.5125], [6.3360, 24.6567, -4.8946], [6.3835, 22.5883, -4.5769], [5.4108, 24.4017, -4.5798], [6.6682, 25.5971, -5.0541], [5.3754, 22.5974, -4.6385], [6.9136, 21.7406, -4.4337], [7.5992, 19.7475, -1.6960], [8.6491, 19.9753, -1.1686], [6.9464, 20.6528, -2.2501], [6.9822, 18.6068, -1.7958], [7.3075, 21.5727, -2.0414], [6.1240, 20.3478, -2.7508], [6.0049, 18.6926, -2.0359], [7.3048, 17.8210, -1.2493]], "forces_ev_per_angstrom": [[0.210, -0.523, 0.162], [0.034, 0.141, 0.066], [0.359, 1.312, 0.649], [-0.901, -0.622, -0.913], [0.907, -1.533, 1.411], [-2.210, 0.108, -1.550], [0.409, 1.007, 0.685], [-0.263, -0.141, -0.676], [-0.121, 0.080, 0.997], [0.405, -1.453, 0.969], [0.379, 0.378, 0.578], [0.219, 0.038, -1.151], [-0.229, 0.011, -0.023], [0.192, -0.464, 0.817], [0.397, 0.456, -0.357], [-0.377, 0.643, 0.127], [0.446, 0.436, -0.216], [-0.209, 0.235, -0.344], [-0.195, -0.336, -0.115], [0.320, 0.069, -0.164], [-0.069, 0.475, -1.074], [-0.001, 0.926, -0.449], [0.473, -0.097, -0.218], [1.262, 0.033, -1.296], [-0.024, 0.877, 0.111], [-0.280, -0.857, 0.859], [0.001, -0.858, -0.422], [-0.039, -0.016, 0.541], [-0.529, -0.527, -0.004], [0.110, 0.071, 0.473], [-0.236, 0.779, 0.363], [0.058, -0.153, 0.212], [-0.335, -0.405, -0.162], [0.135, 0.701, 0.875], [-0.313, 0.321, -1.163], [0.128, -0.219, 0.092], [-0.152, -0.577, 0.435], [0.197, 0.258, -0.075], [2.653, -3.898, -2.207], [-1.667, 1.666, 1.336], [-0.209, 1.856, 0.824], [-0.980, 0.741, 0.478], [0.631, 0.491, -0.010], [-0.190, -0.319, -0.170], [-0.742, -0.727, -0.173], [0.303, 0.264, 0.289], [-1.041, -2.325, -0.539], [-5.013, 0.028, 0.713], [5.986, 4.501, 0.640], [-0.234, -2.893, -0.897], [-0.230, -0.308, -0.196], [0.486, 0.872, -0.090], [0.085, 0.419, 0.532], [-0.091, -0.348, -0.248], [0.484, 1.782, -0.623], [0.773, -1.425, 2.148], [-4.706, -2.275, -0.423], [2.381, 2.096, -2.130], [0.070, -0.307, 0.376], [-0.021, 0.184, -0.281], [-0.085, -0.473, 0.081], [0.549, 0.646, 0.195], [0.710, 2.621, -1.194], [-3.239, 0.610, -2.764], [-0.347, 1.651, -1.154], [3.331, -4.000, 4.925], [-0.275, 0.593, -0.447], [0.618, 0.527, 0.447], [-0.280, -0.889, 0.067], [-0.220, -0.852, 0.407], [3.337, 2.215, 3.472], [-0.379, 0.288, -0.446], [-6.894, -0.523, -0.936], [4.676, -2.166, -2.775], [-0.850, 0.482, 0.344], [-0.032, -0.512, -0.131], [-0.340, -0.088, 0.525], [0.660, 0.257, 0.018], [2.425, 0.884, 1.790], [-0.289, 1.153, -0.054], [-2.534, -3.339, 0.615], [0.464, 1.728, -1.334], [-0.137, -0.655, -0.441], [-0.211, -0.264, -0.010], [-0.236, 0.054, -0.856], [0.450, -0.239, 0.592], [-0.754, 0.367, 2.158], [-0.189, -0.023, -0.459], [0.642, 1.026, -0.564], [0.324, -0.964, -1.381], [-0.353, -0.146, 0.156], [0.103, 0.158, 0.363], [-0.392, -0.963, -0.432], [0.480, 0.287, -0.011], [3.167, 1.910, 0.289], [1.656, 0.030, -0.234], [-2.118, 3.219, -0.749], [-0.848, -5.497, 0.491], [-0.275, 1.601, -0.472], [-0.222, -0.300, 0.512], [-0.461, -0.739, -0.310], [-0.504, -0.184, 0.299], [2.883, -1.880, 2.034], [3.010, -0.255, 1.819], [-3.359, 5.626, -3.140], [-1.397, -4.441, 0.279], [-0.685, 0.192, -0.689], [-0.306, 1.273, -0.199], [0.010, -0.866, 0.123], [-0.169, 0.213, -0.214]], "lowdin_charge": [0.4634, 0.1438, -0.4035, -0.0362, -0.0654, -0.3659, -0.1571, -0.2056, -0.1258, 0.0280, 0.0621, 0.0733, 0.0717, 0.1075, 0.1116, 0.1191, 0.0835, 0.0885, 0.0804, 0.0339, -0.0109, -0.0513, -0.3941, -0.2085, -0.1599, -0.1093, 0.0147, 0.0773, 0.0755, 0.0721, 0.1189, 0.1101, 0.1173, 0.0711, 0.0796, 0.1000, 0.0262, 0.0822, -0.6276, -0.0972, 0.2064, 0.1923, 0.1123, 0.0901, 0.1104, 0.1290, -0.8329, 0.0628, 0.1767, 0.1740, 0.1311, 0.0667, 0.0746, 0.0574, -0.7409, 0.0231, 0.1884, 0.1736, 0.1202, 0.1162, 0.1155, 0.0545, -0.7830, 0.0026, 0.1697, 0.2121, 0.1088, 0.1120, 0.0752, 0.1329, -0.7389, -0.0126, 0.1855, 0.1842, 0.1230, 0.1325, 0.1084, 0.1160, -0.7425, -0.0128, 0.1919, 0.2007, 0.1237, -0.0008, 0.0762, 0.0521, -0.6425, -0.0251, 0.1903, 0.1757, 0.0767, 0.1108, 0.1126, 0.1121, -0.8137, 0.0463, 0.1837, 0.1379, 0.0750, 0.1261, 0.0294, 0.1159, -0.8659, 0.0483, 0.1641, 0.1689, 0.1345, 0.0071, 0.0025, 0.1174]}

What did we get for maximum force? Answer: 0.2; 7.5 eV/Å, in the order shown.